Below is a structure of composition C19H30N3OPSiSn at a distorted geometry, with properties calculated with ωB97M-V/def2-TZVPD.

Properties
- ΔE to the lowest compared entry with this formula, charge and spin: 0.00 kcal per mole
- HOMO-LUMO gap: 4.71 eV
- E_LUMO: -1.40 eV

ORCA input file:
```
! wB97M-V def2-TZVPD RIJCOSX def2/J DEFGRID3
* xyz 0 1
Sn 0.091 0.369 0.466
P -1.010 1.847 -1.509
Si -1.682 1.239 2.232
O -1.774 -1.285 -1.128
N 3.363 -6.578 1.008
N 1.987 1.047 0.214
N 1.070 -1.687 0.697
C 2.235 2.893 1.780
C -2.372 -2.436 -1.638
C 2.881 -5.511 0.948
C -0.590 1.601 -3.257
C 4.950 3.012 1.032
C 2.245 -1.941 0.072
C 4.448 3.844 2.053
C 1.113 -3.908 1.600
C 4.114 2.109 0.391
C 2.730 1.970 0.776
C -3.327 0.341 1.985
C -1.458 -3.655 -1.387
C 0.545 -2.648 1.495
C 3.089 3.779 2.410
C -0.539 3.587 -1.193
C -3.775 -2.718 -1.059
C 2.280 -4.200 0.888
C 2.855 -3.188 0.111
C -2.834 1.880 -1.517
H -0.385 -3.423 -1.402
H -3.192 0.869 -1.756
H 5.110 4.551 2.562
H -3.777 -3.620 -0.441
H 2.706 4.442 3.191
H -4.468 -2.885 -1.882
H -3.867 0.455 2.938
H -3.163 2.597 -2.285
H 1.167 2.848 2.028
H 0.493 1.701 -3.403
H -1.695 -4.437 -2.125
H -3.903 0.802 1.174
H 4.474 1.469 -0.416
H -0.354 -2.388 2.061
H -1.310 0.970 3.654
H -0.901 4.195 -2.037
H 0.632 -4.656 2.232
H -0.990 3.946 -0.256
H -1.111 2.360 -3.858
H -4.158 -1.891 -0.464
H 2.708 -1.098 -0.443
H -0.905 0.597 -3.568
H -1.694 -4.050 -0.389
H -2.568 -2.418 -2.722
H 6.000 3.078 0.740
H 0.557 3.670 -1.122
H 3.765 -3.353 -0.470
H -3.162 -0.725 1.779
H -1.967 2.694 2.048
H -3.227 2.183 -0.537
*
```

***

Below is a structure of composition C19H30N3OS2SbZn, with properties calculated with ωB97M-V/def2-TZVPD.

Properties
- HOMO-LUMO gap: 9.02 eV
- E_LUMO: -5.11 eV

ORCA input file:
```
! wB97M-V def2-TZVPD RIJCOSX def2/J DEFGRID3
* xyz 2 1
Sb -0.934 -0.008 1.856
Zn -0.393 0.404 -0.775
S -0.605 3.409 -2.110
S 1.383 -0.984 -1.619
O -0.027 2.246 -1.287
N 2.536 -0.213 0.658
N 2.539 -2.487 0.198
N -2.184 -0.173 -1.660
C -3.657 -1.955 -2.257
C 4.276 -3.001 3.471
C -4.733 -1.079 -2.275
C -3.224 0.673 -1.694
C 2.968 -3.010 1.460
C -1.959 -1.870 2.070
C 2.239 -1.245 -0.147
C 0.334 -0.161 3.576
C -4.506 0.263 -1.999
C 0.501 5.444 -3.328
C 2.351 -4.186 1.875
C 0.611 4.746 -1.983
C 2.693 -4.763 3.086
C -2.479 1.287 2.572
C -0.128 3.082 -3.843
C 3.944 -2.420 2.255
C 3.651 -4.164 3.892
C -2.403 -1.462 -1.951
C 0.524 4.353 -4.411
H 1.584 4.277 -1.824
H -0.013 4.693 -5.293
H -5.314 0.980 -2.015
H 0.916 -1.080 3.525
H -0.436 6.003 -3.373
H 3.184 -0.362 1.415
H 5.038 -2.546 4.090
H -3.330 1.236 1.894
H -0.325 -0.202 4.442
H 1.546 4.138 -4.717
H -2.830 -1.895 1.416
H -1.028 2.791 -4.383
H -3.017 1.713 -1.467
H -1.302 -2.704 1.829
H 2.219 -3.189 -0.455
H 1.601 -4.645 1.241
H -5.731 -1.434 -2.493
H -2.117 2.311 2.629
H -3.788 -3.006 -2.471
H -2.285 -1.964 3.105
H 0.992 0.699 3.669
H 0.550 2.229 -3.808
H 2.217 -5.680 3.404
H 0.368 5.385 -1.137
H -1.535 -2.111 -1.948
H 2.551 0.700 0.233
H 1.314 6.155 -3.461
H 4.512 -1.559 1.925
H 3.927 -4.613 4.836
H -2.784 0.952 3.561
*
```

***

Below is a structure of composition C19H30N4O11Pd at a distorted geometry, with properties calculated with ωB97M-V/def2-TZVPD.

Properties
- ΔE to the lowest compared entry with this formula, charge and spin: 57.54 kcal per mole
- HOMO-LUMO gap (spin up / spin down): 3.39 / 3.38 eV
- E_LUMO (spin up / spin down): 3.61 / 3.61 eV

ORCA input file:
```
! wB97M-V def2-TZVPD RIJCOSX def2/J DEFGRID3
* xyz -2 3
Pd -0.755 0.911 -0.729
O -3.849 -1.206 -1.794
O 0.974 1.477 -2.129
O -1.811 2.460 -1.717
O -3.908 2.148 -2.379
O 1.055 -0.440 0.009
O -3.098 1.352 -0.619
O 0.050 2.111 0.982
O -3.459 -5.592 -2.713
O -0.951 -0.830 -1.983
O -0.553 -5.305 -3.037
O -1.545 -0.254 1.098
N -1.826 -1.270 3.090
N 2.519 2.165 -3.490
N -0.893 3.329 2.659
N 3.121 -1.555 0.395
C 3.996 -2.625 -0.002
C -2.854 -4.530 -2.365
C -2.974 2.148 -1.570
C -2.304 -0.733 1.970
C -0.808 3.600 4.112
C -3.083 -2.143 -1.948
C 1.227 1.794 -3.249
C -1.505 -1.951 -2.177
C 0.121 2.659 2.115
C 1.900 -1.382 -0.236
C -0.519 -0.912 3.538
C -2.226 3.338 1.993
C 2.965 2.588 -4.843
C -1.360 -4.370 -2.611
C -0.774 -3.167 -2.485
C 3.615 1.935 -2.533
C -3.642 -3.498 -2.026
C -2.627 -2.030 4.094
C 3.739 -0.512 1.225
H 3.407 3.584 -4.864
H 1.732 -2.090 -1.062
H -2.297 3.479 0.915
H -0.612 -0.262 4.408
H 0.287 -3.076 -2.665
H 3.586 1.759 -5.183
H 4.428 -3.098 0.880
H 4.372 2.701 -2.366
H -2.118 -2.905 4.498
H 3.382 1.596 -1.523
H -2.687 4.183 2.505
H -3.198 -1.454 4.822
H 4.602 -0.060 0.736
H 3.115 0.310 1.575
H -2.799 2.456 2.279
H 0.178 3.379 4.519
H 4.127 -1.033 2.100
H 4.867 -2.279 -0.558
H 0.026 -1.763 3.948
H 4.254 1.170 -2.974
H -4.720 -3.558 -2.046
H -1.051 4.657 4.224
H -1.608 3.043 4.600
H 0.533 1.868 -4.101
H 1.008 2.649 2.769
H 3.506 -3.334 -0.668
H 2.281 2.639 -5.690
H -3.410 -2.651 3.659
H 0.201 -0.566 2.796
H -3.346 -1.056 1.821
*
```

***

Below is an isolated molecule of C19H30N4O4S, with properties calculated with ωB97M-V/def2-TZVPD.

Properties
- ΔE to the lowest compared entry with this formula, charge and spin: 14.99 kcal per mole
- SMILES: Cc1cc(C(=O)N2CCCN(CCNC(=O)[C@@H]3CCS(=O)(=O)C3)CC2)[nH]c1C
- HOMO-LUMO gap: 8.71 eV
- E_LUMO: 0.46 eV

ORCA input file:
```
! wB97M-V def2-TZVPD RIJCOSX def2/J DEFGRID3
* xyz 0 1
S 4.908 0.242 -3.032
O 2.769 -0.390 0.087
O 5.918 -0.760 -2.836
O 5.047 1.205 -4.098
O -3.447 -0.533 2.593
N 1.438 1.419 0.329
N -3.527 0.237 0.473
N -1.405 -2.148 2.216
N -1.311 2.059 0.283
C -0.316 -2.974 0.479
C 2.424 0.724 -0.277
C 2.400 0.729 -2.757
C 3.272 -0.455 -3.147
C -3.058 -0.614 1.428
C -2.909 0.415 -0.827
C 0.696 -3.684 -0.365
C -3.534 2.534 1.433
C 0.574 0.784 1.308
C -0.386 -2.970 1.859
C -0.686 1.608 1.523
C 0.467 -3.656 2.871
C -4.356 1.354 0.922
C -2.402 3.001 0.504
C -1.523 1.094 -0.782
C -2.006 -1.602 1.111
C 3.045 1.388 -1.497
C 4.562 1.139 -1.521
C -1.339 -2.117 0.013
H 3.210 -1.271 -2.428
H 1.375 0.421 -2.547
H 1.082 2.255 -0.109
H -1.345 1.023 2.177
H 0.973 -4.649 0.062
H -1.745 -1.945 3.143
H 0.303 -3.870 -1.365
H -1.976 3.914 0.932
H -0.127 -4.018 3.711
H 3.123 -0.813 -4.163
H -1.382 1.598 -1.746
H -1.538 -1.925 -1.027
H 4.869 0.498 -0.696
H -3.120 2.275 2.410
H -4.209 3.378 1.599
H 2.828 2.455 -1.494
H -0.750 0.333 -0.711
H 2.378 1.448 -3.575
H 0.341 -0.230 0.977
H -4.969 1.658 0.071
H -5.019 0.994 1.706
H 1.237 -2.988 3.263
H 1.609 -3.093 -0.465
H -0.429 2.516 2.081
H -2.851 -0.531 -1.360
H 1.094 0.686 2.263
H -2.806 3.278 -0.475
H 5.155 2.050 -1.546
H -3.595 1.037 -1.402
H 0.971 -4.510 2.422
*
```

***

Below is a cluster of 2 separate species, C19H30N5O6 in total at a distorted geometry, with properties calculated with ωB97M-V/def2-TZVPD.

Properties
- ΔE to the lowest compared entry with this formula, charge and spin: 0.00 kcal per mole
- HOMO-LUMO gap: 9.57 eV
- E_LUMO: -1.96 eV

ORCA input file:
```
! wB97M-V def2-TZVPD RIJCOSX def2/J DEFGRID3
* xyz 1 1
O 1.770 1.722 1.607
O 4.554 2.640 3.309
O -4.551 -0.374 -4.541
O -5.157 -0.328 -0.499
O -5.846 0.714 -3.048
O -2.989 0.279 -1.022
N 6.554 2.116 2.533
N 1.791 1.104 -1.190
N -0.378 1.432 -0.685
N 0.117 -0.240 -2.050
N 3.315 0.293 2.506
C 4.412 1.019 0.361
C 5.238 1.902 2.615
C 1.144 0.523 3.552
C -4.944 -2.822 -3.238
C 3.792 -0.129 -0.464
C 4.588 0.719 1.866
C 2.996 0.399 -1.665
C -5.041 -1.561 -2.616
C -4.929 -3.934 -1.096
C 7.577 1.302 1.872
C 2.125 0.920 2.472
C 0.527 0.762 -1.326
C -5.017 -2.699 -0.444
C -5.061 -1.506 -1.198
C -5.059 -2.661 1.066
C -4.094 0.511 -0.523
C -4.276 1.843 0.184
C -4.889 -3.996 -2.487
C -5.131 -0.356 -3.466
H -5.828 1.331 -3.796
H 3.120 -0.732 0.146
H -5.116 2.380 -0.265
H 3.621 1.083 -2.243
H 8.561 1.746 2.045
H 6.866 2.926 3.049
H -1.346 1.152 -0.770
H -4.924 -2.891 -4.324
H -0.083 2.109 0.001
H -5.944 -2.113 1.405
H -4.165 -2.163 1.455
H -4.894 -4.857 -0.523
H 1.952 1.811 -0.482
H -0.872 -0.428 -2.111
H 7.410 1.260 0.796
H 5.382 1.249 -0.077
H -5.102 -3.671 1.486
H 1.536 0.836 4.520
H 3.822 1.929 0.258
H 0.779 -0.771 -2.581
H 0.194 1.025 3.375
H 0.998 -0.556 3.543
H 4.592 -0.781 -0.819
H 5.287 -0.111 1.949
H 2.726 -0.441 -2.305
H 3.408 -0.381 3.250
H -4.827 -4.959 -2.987
H -4.493 1.673 1.241
H 7.582 0.291 2.284
H -3.377 2.460 0.098
*
```

***

Below is a structure of composition C19H31AlBBrCsFN4O14S at a distorted geometry, with properties calculated with ωB97M-V/def2-TZVPD.

Properties
- HOMO-LUMO gap: 0.92 eV
- E_LUMO: -4.96 eV

ORCA input file:
```
! wB97M-V def2-TZVPD RIJCOSX def2/J DEFGRID3
* xyz 0 1
Cs -0.305 -4.844 -0.341
Br 6.726 -0.276 -2.044
S 0.712 -0.344 1.720
Al -3.592 -1.868 1.064
F 1.931 0.547 1.210
O -5.505 4.734 1.916
O -4.005 1.286 -0.403
O -6.391 2.466 1.789
O 1.410 -3.277 -4.122
O -0.368 0.520 1.915
O -4.581 4.546 5.240
O -4.803 3.138 3.512
O -8.597 2.851 3.111
O -8.423 0.734 3.434
O -6.762 0.819 0.322
O -10.143 1.534 2.414
O -5.450 6.522 3.267
O -4.124 2.852 1.185
O 1.176 -1.018 2.870
N -9.056 1.710 2.987
N -0.572 1.246 -1.070
N 0.460 -1.386 0.455
N -4.037 -0.936 -3.692
C 3.718 -3.167 -0.590
C 1.355 -2.574 0.502
C 4.988 -2.382 -1.065
C -4.853 4.333 4.098
C 7.369 1.821 -0.677
C -5.302 5.354 3.079
C 5.653 -1.540 0.079
C -1.464 -1.092 -1.121
C 6.424 1.137 0.276
C -4.819 -0.169 -3.452
C 6.489 1.618 1.694
C 2.802 -2.106 0.135
C -0.979 -1.713 0.258
C -0.521 -0.061 -1.755
C 5.455 0.074 -0.114
C -4.613 1.897 0.450
C -6.051 1.650 0.828
C 3.115 -3.808 -1.897
C -5.846 0.827 -3.138
B -5.211 3.305 2.106
H -1.159 -2.840 0.174
H 7.309 1.099 2.222
H 5.267 -1.838 1.065
H 8.266 1.215 -0.829
H -0.673 1.942 -1.798
H 1.987 -2.628 -4.540
H 6.704 2.689 1.727
H -5.903 0.969 -2.059
H 4.484 0.394 -0.515
H 5.553 1.387 2.212
H 0.501 -0.426 -1.908
H -6.813 0.488 -3.505
H 3.841 -4.554 -2.248
H -5.597 1.775 -3.612
H 5.701 -3.035 -1.569
H 3.227 -1.738 1.074
H 1.428 -3.055 1.535
H -0.913 0.118 -2.763
H -1.686 -1.906 -1.822
H 2.679 -1.279 -0.580
H 7.654 2.799 -0.269
H 2.155 -4.343 -1.768
H 0.977 -3.374 -0.216
H 6.725 -1.717 0.076
H 6.845 1.989 -1.622
H -1.669 -1.349 1.069
H -2.409 -0.549 -0.910
H 0.340 1.459 -0.682
H 4.106 -3.938 0.099
H 4.605 -1.671 -1.800
H 3.055 -3.042 -2.671
*
```

***

Below is a cluster of 2 separate species, C19H31BClF3N2O5 in total at a distorted geometry, with properties calculated with ωB97M-V/def2-TZVPD.

Properties
- SMILES: CCCCN[C@@H](OC[C@@H](C[C@H](C)Cl)OCC(F)(F)F)B(C)O.O=[N+]([O-])c1ccccc1
- HOMO-LUMO gap: 8.56 eV
- E_LUMO: -0.54 eV

ORCA input file:
```
! wB97M-V def2-TZVPD RIJCOSX def2/J DEFGRID3
* xyz 0 1
Cl -0.169 2.365 1.368
F -4.485 0.051 -0.806
F -3.834 1.347 -2.721
F -3.171 2.101 -0.439
O -6.657 -2.623 3.290
O -0.777 0.838 -1.456
O -8.746 -3.056 3.801
O 5.081 3.896 -2.362
O 2.338 1.608 -1.639
N -7.877 -2.548 3.079
N 4.433 0.532 -0.746
C 0.377 -0.077 -1.167
C -3.401 0.938 -1.365
C 4.506 3.505 0.235
C -8.321 -1.810 1.890
C 1.099 1.013 1.275
C -7.798 -0.571 -0.117
C -10.106 -0.998 0.480
C 5.920 0.383 -0.979
C 4.771 -2.434 0.900
C -7.370 -1.251 1.025
C 5.271 -2.289 -0.669
C -2.025 0.033 -1.332
C 1.324 0.496 2.850
C 0.639 -0.315 0.433
C 3.808 1.546 -1.678
C 1.711 0.338 -2.034
C -9.690 -1.682 1.624
C 6.473 -1.171 -0.769
C -9.161 -0.449 -0.389
B 4.481 3.007 -1.334
H 6.222 0.668 -2.096
H 0.026 -1.132 -1.603
H -11.167 -0.896 0.262
H 4.038 2.732 0.999
H 7.121 -1.212 0.206
H 4.188 0.688 0.256
H 2.166 1.443 0.957
H 2.400 -0.005 2.983
H 1.347 0.482 -3.157
H -0.298 -0.773 1.000
H 4.149 1.244 -2.780
H -7.067 -0.139 -0.798
H -6.304 -1.337 1.223
H 1.159 1.394 3.613
H -10.439 -2.107 2.289
H 5.611 3.719 0.559
H 5.617 -3.036 1.467
H -9.490 0.077 -1.284
H 1.490 -1.147 0.516
H 3.775 -3.041 1.018
H 6.588 1.052 -0.256
H 3.801 4.462 0.289
H 2.422 -0.592 -2.034
H 7.166 -1.435 -1.694
H 5.773 -3.337 -0.938
H -2.131 -0.790 -2.163
H 4.378 -2.068 -1.423
H -2.047 -0.547 -0.289
H 0.498 -0.306 3.112
H 5.627 4.587 -1.872
H 4.737 -1.366 1.391
*
```

***

Below is a cluster of 5 separate species, C19H31BF3N4O3 in total, with properties calculated with ωB97M-V/def2-TZVPD.

Properties
- ΔE to the lowest compared entry with this formula, charge and spin: 0.00 kcal per mole
- HOMO-LUMO gap: 6.74 eV
- E_LUMO: 2.42 eV

ORCA input file:
```
! wB97M-V def2-TZVPD RIJCOSX def2/J DEFGRID3
* xyz -1 1
F 1.890 -1.488 0.004
F 1.654 0.197 -1.368
F 0.169 -1.398 -1.345
O -3.950 1.202 0.524
O -3.129 3.297 0.588
O 0.331 -0.014 0.420
N -0.602 -7.110 -0.284
N 1.684 1.596 3.357
N -3.084 -1.924 -0.603
N 4.034 4.079 -1.247
C -5.837 -0.667 1.609
C 4.840 1.384 2.028
C 1.880 5.510 -0.924
C -1.022 0.459 0.065
C -5.680 -2.079 -0.501
C 0.928 -4.264 -2.393
C 0.131 -6.973 -1.156
C -6.271 -0.826 0.160
C 3.103 4.733 -1.093
C 4.894 2.907 1.976
C 3.466 0.840 1.609
C 2.424 1.248 2.552
C 1.078 -6.812 -2.259
C -3.046 2.062 0.701
C 1.832 -5.478 -2.216
C 0.960 -0.651 -0.540
C 1.041 4.969 0.241
C 0.574 3.542 0.011
C -4.227 -1.992 -0.560
B -1.675 1.404 1.127
H 4.668 3.243 0.964
H 5.593 0.971 1.354
H 2.147 6.555 -0.756
H 1.310 5.467 -1.854
H -1.718 -0.387 0.045
H 0.532 -6.902 -3.200
H 1.422 2.856 -0.072
H 2.378 -5.399 -1.274
H -0.027 3.461 -0.895
H -6.127 -1.537 2.207
H -1.008 0.923 -0.927
H -5.962 0.057 -0.401
H -1.196 1.524 2.214
H -5.961 -2.982 0.045
H 1.517 -3.349 -2.400
H -6.062 -2.184 -1.519
H 4.166 3.342 2.663
H 1.782 -7.644 -2.217
H 3.477 -0.249 1.567
H 0.202 -4.181 -1.584
H -0.046 3.213 0.842
H 1.627 5.022 1.162
H 5.079 1.027 3.032
H -7.361 -0.893 0.100
H 5.881 3.283 2.249
H 0.381 -4.320 -3.336
H 0.178 5.624 0.373
H 2.578 -5.497 -3.014
H -4.756 -0.541 1.675
H 3.207 1.195 0.610
H -6.296 0.217 2.049
*
```